Entry 1:
Formula: C9H13NO2
Source: the Open Molecules 2025 dataset
Level of theory: ωB97M-V/def2-TZVPD

Values from the calculation:
- calculated total energy (a.u.) = -555.9755
- SMILES = Cc1ccc(O)cc1.CC(N)=O
- 2S+1 = 1

Geometry (Å):
C: 2.26597 3.35603 -1.81180
C: 1.81230 2.28352 -0.88220
C: 2.69548 1.38702 -0.25566
C: 2.27634 0.27204 0.45770
C: 0.91496 -0.03192 0.40202
O: 0.37771 -1.10117 1.05336
C: -0.01392 0.86843 -0.13574
C: 0.46223 2.03974 -0.71236
H: 3.25684 3.08768 -2.29176
H: 2.47680 4.30312 -1.29088
H: 1.60906 3.54799 -2.65237
H: 3.71753 1.61772 -0.48944
H: 2.92278 -0.49644 0.85472
H: 0.99603 -1.82970 1.19616
H: -1.04029 0.55109 -0.17864
H: -0.16420 2.74417 -1.24054
C: -1.94522 -3.30887 1.04707
C: -3.14716 -2.64433 0.43244
N: -3.47595 -1.42190 0.95713
O: -3.90538 -3.16301 -0.36555
H: -1.46564 -2.47477 1.56517
H: -1.19308 -3.80244 0.41802
H: -2.28163 -3.95040 1.83779
H: -4.11578 -0.90846 0.37489
H: -3.03577 -0.92515 1.71047

Mulliken population analysis, charges in e, atoms 1 to 8: C -1.33; C 0.44; C -0.40; C -0.76; C 0.85; O -0.45; C -0.54; C -0.48

Entry 2:
Formula: C3H18NaO6
Source: the Open Molecules 2025 dataset
Level of theory: ωB97M-V/def2-TZVPD

Values from the calculation:
- calculated total energy (a.u.) = -738.4016
- 2S+1 = 1
- net charge = +1

Geometry (Å):
Na: 0.99876 0.28570 0.33372
O: 2.41983 -0.16453 1.35171
H: 1.99131 -0.74424 1.98143
H: 3.27877 -0.56114 1.20631
O: 2.28573 -0.38860 -1.05932
H: 2.60909 0.44929 -1.39039
H: 3.07369 -0.85995 -0.78879
O: 0.22238 -1.14879 1.21806
H: 0.77360 -1.38146 1.96523
H: -0.64998 -1.46238 1.45654
O: 0.01354 1.00031 1.51999
H: -0.21711 1.91917 1.38314
H: -0.78618 0.60047 1.86180
O: 0.99803 2.06816 -0.02064
H: 0.40046 2.60856 0.49619
H: 1.87167 2.35882 0.24109
C: -1.79097 -1.65081 -1.15676
C: -1.39735 -0.17514 -1.38671
C: -2.13123 0.78895 -0.42244
O: -0.02763 -0.00021 -1.12413
H: -2.87925 -1.66278 -1.09680
H: -1.37528 -2.06186 -0.23679
H: -1.40659 -2.25932 -1.97533
H: -1.59714 0.09631 -2.42329
H: -1.85439 1.83917 -0.51469
H: -2.02267 0.49609 0.62185
H: -3.19613 0.83043 -0.65130
H: 0.39506 -0.82020 -1.38972

Mulliken population analysis, charges in e, atoms 1 to 8: Na 1.13; O -0.61; H 0.29; H 0.29; O -0.64; H 0.33; H 0.28; O -0.63

Calculated ΔE to the lowest compared entry with this formula, charge and spin (eV), listed in the same order as above: 0.767; 8.066
Calculated frontier orbital gap (Ha), listed in the same order as above: 0.33597; 0.37781
Calculated maximum force (eV/Å), listed in the same order as above: 2.20; 9.53